No. 1
Density functional theory data (wB97M-V/def2-TZVPD) for a structure of composition C26H43N3P2Tb in a non-equilibrium geometry.

The geometry in XYZ format:
```
75
Properties=species:S:1:pos:R:3:mulliken_spin:R:1
Tb -0.277 0.116 -0.231 6.037
C -0.780 -2.186 0.798 -0.012
C 0.573 -2.241 0.326 0.005
C 0.495 -0.765 2.110 -0.013
C -0.822 -1.281 1.905 -0.036
C 1.356 -1.341 1.122 0.008
C -1.933 -2.974 0.286 0.001
H -1.775 -3.312 -0.744 -0.001
H -2.863 -2.390 0.327 0.000
H -2.095 -3.875 0.896 -0.001
C -2.013 -0.970 2.735 0.005
H -2.936 -1.201 2.192 0.001
H -2.030 0.089 3.019 0.000
H -2.024 -1.548 3.672 -0.001
C 0.903 0.139 3.214 0.003
H 1.090 -0.412 4.149 -0.001
H 0.122 0.877 3.436 0.000
H 1.824 0.675 2.958 0.000
C 2.815 -1.078 0.988 -0.005
H 3.400 -1.686 1.693 -0.001
H 3.051 -0.028 1.206 -0.002
H 3.177 -1.321 -0.018 0.000
C 1.081 -3.118 -0.762 -0.005
H 1.419 -4.082 -0.352 -0.001
H 1.943 -2.666 -1.274 -0.002
H 0.301 -3.347 -1.499 0.001
C -1.897 1.151 -6.065 0.000
C -1.939 -0.196 -6.122 0.000
C -1.189 -1.023 -7.115 0.000
C 0.298 -0.606 -7.308 0.000
C 0.981 0.019 -6.119 0.000
C 1.143 1.347 -5.963 0.000
C 0.347 2.406 -6.647 0.000
C -1.144 2.060 -6.984 0.000
H -1.672 -0.957 -8.105 0.000
H 0.356 0.069 -8.179 0.000
H -1.237 -2.089 -6.822 0.000
H -1.201 1.705 -8.027 0.000
H -2.603 1.686 -5.419 0.000
H -2.690 -0.762 -5.559 0.000
H -1.675 3.027 -6.933 0.000
H 0.369 3.315 -6.015 0.000
H 1.992 1.731 -5.384 0.000
H 0.815 2.696 -7.602 0.000
H 0.857 -1.526 -7.557 0.000
H 1.473 -0.693 -5.442 0.000
P -1.641 0.200 -2.587 0.029
P 1.747 1.387 -1.664 0.002
C -0.556 1.407 -3.475 -0.003
C 0.581 2.229 -2.835 0.014
H -1.230 2.113 -3.972 -0.001
H -0.157 0.766 -4.269 -0.005
H 1.207 2.645 -3.643 -0.002
H 0.157 3.080 -2.277 0.003
C 2.472 2.836 -0.805 -0.003
H 3.203 2.480 -0.067 0.000
H 1.683 3.392 -0.281 0.000
H 2.974 3.499 -1.521 0.000
C 3.113 0.804 -2.724 -0.004
H 3.523 1.626 -3.332 -0.001
H 2.768 -0.002 -3.390 -0.001
H 3.910 0.411 -2.076 0.001
C -3.321 0.545 -3.116 -0.004
H -3.998 -0.126 -2.570 0.000
H -3.480 0.394 -4.191 0.000
H -3.571 1.586 -2.855 0.000
C -1.092 -1.414 -3.274 0.004
H -0.122 -1.725 -2.861 0.000
H -0.994 -1.378 -4.361 0.000
H -1.859 -2.157 -3.002 0.001
N -1.030 1.940 0.835 -0.005
C -1.411 2.766 1.593 -0.002
N -1.818 3.686 2.374 -0.001
C -1.910 3.474 3.679 0.000
N -2.005 3.328 4.842 -0.001
```

## Properties
<S²>	12.693
ΔE to the lowest compared entry with this formula, charge and spin	0.0	kJ/mol
gap between HOMO and LUMO (alpha / beta)	7.70 / 8.00	eV
strongest force on any atom	0.055	Eh/bohr
highest occupied orbital energy (alpha / beta)	-11.06 / -11.07	eV
charge	+1
E	-73135.8598	eV
spin multiplicity	7

---

No. 2
Density functional theory data (wB97M-V/def2-TZVPD) for a structure of composition C26H44AlB2Br4Cl4F10N2O8SV in a non-equilibrium geometry.

The geometry in XYZ format:
```
103
Properties=species:S:1:pos:R:3:lowdin_charge:R:1
C 0.465 5.596 -0.024 -0.060
C 0.046 4.620 0.772 -0.060
C -0.198 3.294 1.646 -0.095
C -0.319 1.913 0.835 -0.333
C -0.969 0.823 1.880 -0.067
C -1.590 -0.449 1.101 -0.032
C -2.118 -1.628 2.113 -0.251
F -3.486 -2.004 1.863 0.040
F -2.152 -0.974 3.427 0.010
C -1.092 -2.853 2.275 -0.268
F 0.254 -2.317 2.191 0.029
F -1.182 -3.425 3.602 0.047
S -1.216 -4.252 1.046 1.016
F -2.698 -4.802 1.614 -0.169
F -0.372 -5.259 2.140 -0.197
F 0.322 -3.821 0.429 -0.203
F -1.881 -3.323 -0.177 -0.182
F -1.206 -5.548 -0.021 -0.161
O -1.210 1.927 -0.310 -0.173
C -2.469 2.581 -0.071 -0.199
C -3.360 2.357 -1.433 -0.138
C -4.823 1.712 -1.107 -0.192
C -5.034 0.253 -1.830 -0.219
C -5.418 0.504 -3.380 -0.377
C -4.185 -0.001 -4.301 -0.071
C 1.108 1.361 0.208 -0.138
O 1.464 2.265 -0.813 -0.130
C 2.305 1.857 -1.905 -0.342
C 2.640 0.313 -2.105 -0.117
C 1.345 -0.437 -2.788 -0.252
N 1.571 -0.826 -4.217 -0.046
B 3.712 2.725 -1.670 -0.336
C 5.085 2.011 -1.120 0.016
O 3.673 4.158 -1.975 -0.206
C 1.575 2.566 -3.200 -0.471
Br -0.105 3.653 -2.924 0.760
C 2.029 2.527 -4.545 -0.664
C 1.202 3.295 -5.728 -0.181
Br 3.672 1.606 -5.092 0.755
B 2.241 1.136 1.401 -0.336
O 2.900 2.301 2.002 0.067
C 2.726 -0.324 1.947 -0.151
C 2.364 -0.409 3.519 -0.114
H 0.970 6.280 -0.842 -0.155
H 0.585 3.308 2.492 0.140
H -1.219 3.460 2.189 0.124
H -0.281 0.566 2.759 0.124
H -1.877 1.379 2.357 0.125
H -0.884 -0.948 0.348 0.120
H -2.539 -0.133 0.507 0.134
H -3.114 2.152 0.776 0.115
H -2.427 3.720 0.075 0.128
H -3.561 3.344 -1.983 0.108
H -2.818 1.564 -2.089 0.108
H -5.671 2.438 -1.452 0.100
H -5.009 1.526 0.010 0.108
H -5.873 -0.353 -1.297 0.106
H -4.063 -0.340 -1.689 0.089
H -6.382 -0.112 -3.592 -0.101
H -5.558 1.639 -3.529 0.070
H -4.522 -0.981 -4.807 0.095
H -3.992 0.780 -5.136 0.092
H -3.236 -0.220 -3.690 0.093
H 0.812 0.275 -0.106 0.141
H 2.820 -0.294 -1.124 0.128
H 3.605 0.089 -2.719 0.093
H 0.363 0.174 -2.631 0.122
H 1.158 -1.435 -2.211 0.121
H 1.130 -1.747 -4.399 0.068
H 1.044 -0.170 -4.837 0.058
H 5.299 1.009 -1.644 0.079
H 4.888 1.803 0.012 0.095
H 5.956 2.750 -1.254 0.086
H 3.007 4.549 -1.311 -0.121
H 0.225 2.756 -6.006 0.077
H 1.045 4.414 -5.452 0.068
H 1.885 3.319 -6.672 0.069
H 3.687 1.988 2.514 0.061
H 2.309 -1.177 1.301 0.091
H 3.883 -0.358 1.825 0.105
H 2.602 0.639 3.966 0.073
H 3.030 -1.177 4.070 0.091
H 1.257 -0.606 3.754 0.064
O -4.756 -6.007 -1.588 -0.676
V -4.787 -4.271 -1.437 0.871
O -4.827 -2.529 -1.292 -0.701
C -1.698 -8.267 4.078 -1.459
Cl -1.278 -9.049 5.615 0.481
Cl -1.679 -9.443 2.760 0.514
Cl -3.277 -7.483 4.187 0.522
H -0.949 -7.503 3.867 0.019
C 6.519 0.664 5.236 0.051
N 5.797 0.182 4.029 -0.357
O 6.220 -0.829 3.485 0.088
O 4.827 0.836 3.669 -0.023
H 7.352 -0.009 5.437 0.096
H 6.878 1.670 5.023 0.106
H 5.811 0.663 6.064 0.103
Br -3.561 -9.204 7.063 0.039
Al -7.789 0.917 -3.888 1.014
F 4.211 2.253 4.863 -0.346
Cl 0.433 -9.111 1.014 -0.226
Br 2.396 5.948 -1.949 0.785
```

## Properties
gap between HOMO and LUMO	1.16	eV
strongest force on any atom	0.150	Eh/bohr
highest occupied orbital energy	-6.78	eV
charge	0
E	-448907.5011	eV

---

No. 3
Density functional theory data (wB97M-V/def2-TZVPD) for a cluster of 7 separate species, C26H44BClO21P2 in total in a non-equilibrium geometry.

The geometry in XYZ format:
```
95
Properties=species:S:1:pos:R:3:lowdin_charge:R:1
C 2.583 -3.690 1.230 -0.075
C 2.612 -2.253 1.700 -0.212
O 1.295 -1.649 1.733 -0.018
B 0.772 -1.364 0.520 -0.969
O 1.254 -0.345 -0.256 0.128
P -0.703 -2.506 -0.016 0.720
P -2.240 -1.872 1.444 0.275
O -3.568 -2.605 0.869 -0.453
Cl -1.662 -3.141 2.980 0.141
H 2.046 -4.332 1.928 0.084
H 2.144 -3.803 0.238 0.060
H 3.615 -4.044 1.169 0.083
H 3.247 -1.643 1.054 0.111
H 2.997 -2.215 2.718 0.124
H 1.361 -0.642 -1.162 0.083
H -1.191 -2.048 -1.258 -0.109
H -3.395 -3.176 0.113 0.014
C -7.325 -1.217 2.234 -0.005
C -6.815 0.178 1.994 -0.322
C -5.718 0.641 2.931 -0.072
O -5.931 2.063 2.965 0.073
C -7.234 2.288 2.710 -0.582
O -7.786 3.333 2.873 0.139
O -7.838 1.168 2.260 0.077
H -8.129 -1.459 1.539 0.075
H -6.516 -1.933 2.091 0.093
H -7.713 -1.311 3.249 0.095
H -6.505 0.299 0.953 0.138
H -4.723 0.417 2.557 0.126
H -5.838 0.250 3.943 0.138
C 2.099 -2.902 -5.317 -0.019
C 2.967 -1.835 -4.705 -0.319
C 4.431 -1.885 -5.094 -0.078
O 5.069 -1.332 -3.932 0.052
C 4.271 -1.557 -2.869 -0.562
O 4.594 -1.374 -1.739 0.159
O 3.055 -2.001 -3.269 0.077
H 1.073 -2.818 -4.962 0.089
H 2.098 -2.806 -6.402 0.094
H 2.467 -3.892 -5.048 0.094
H 2.550 -0.841 -4.891 0.159
H 4.676 -1.293 -5.970 0.141
H 4.786 -2.909 -5.230 0.142
C -8.737 0.019 -1.202 -0.012
C -7.543 -0.364 -2.037 -0.317
C -7.803 -1.373 -3.139 -0.084
O -6.540 -2.046 -3.244 0.070
C -5.923 -1.958 -2.045 -0.555
O -4.956 -2.569 -1.724 0.156
O -6.567 -1.075 -1.247 0.069
H -8.455 0.718 -0.415 0.078
H -9.494 0.492 -1.827 0.096
H -9.169 -0.863 -0.729 0.092
H -7.050 0.525 -2.441 0.160
H -8.067 -0.928 -4.095 0.139
H -8.562 -2.103 -2.850 0.140
C 5.577 1.768 -0.472 -0.012
C 6.112 2.299 -1.775 -0.315
C 7.006 1.351 -2.547 -0.084
O 7.874 2.255 -3.253 0.050
C 7.943 3.403 -2.537 -0.583
O 8.714 4.284 -2.746 0.150
O 7.014 3.407 -1.559 0.089
H 4.973 2.521 0.032 0.090
H 4.961 0.886 -0.652 0.071
H 6.398 1.494 0.191 0.096
H 5.299 2.662 -2.410 0.159
H 6.474 0.715 -3.248 0.121
H 7.612 0.733 -1.880 0.138
C 10.999 2.185 -1.686 -0.014
C 12.201 1.432 -2.184 -0.318
C 12.042 0.801 -3.553 -0.089
O 12.911 -0.337 -3.470 0.060
C 13.006 -0.693 -2.165 -0.568
O 13.490 -1.704 -1.774 0.165
O 12.467 0.266 -1.377 0.083
H 11.175 2.581 -0.686 0.096
H 10.772 3.015 -2.352 0.083
H 10.136 1.519 -1.634 0.084
H 13.094 2.061 -2.154 0.159
H 12.347 1.442 -4.374 0.138
H 11.021 0.450 -3.720 0.137
C -9.428 3.840 7.917 -0.023
C -8.236 3.107 7.363 -0.321
C -8.429 2.482 5.999 -0.085
O -7.533 1.361 6.046 0.051
C -7.394 0.996 7.345 -0.565
O -6.879 -0.008 7.712 0.165
O -7.928 1.939 8.156 0.084
H -9.215 4.229 8.911 0.087
H -9.686 4.675 7.265 0.092
H -10.285 3.171 7.993 0.091
H -7.351 3.748 7.368 0.160
H -8.171 3.137 5.172 0.119
H -9.446 2.106 5.860 0.144
```

## Properties
gap between HOMO and LUMO	8.44	eV
strongest force on any atom	0.024	Eh/bohr
highest occupied orbital energy	-8.45	eV
SMILES	CCOB(O)[PH]#P(O)Cl.C[C@@H]1COC(=O)O1.C[C@@H]1COC(=O)O1.C[C@@H]1COC(=O)O1.C[C@@H]1COC(=O)O1.C[C@@H]1COC(=O)O1.C[C@@H]1COC(=O)O1
charge	0
E	-102454.8468	eV

---

No. 4
Density functional theory data (wB97M-V/def2-TZVPD) for a structure of composition C26H44BF5N2NbO21 in a non-equilibrium geometry.

The geometry in XYZ format:
```
100
Properties=species:S:1:pos:R:3:lowdin_charge:R:1
C -1.088 1.614 5.809 -0.104
C -0.368 2.841 5.252 -0.270
C -1.115 3.479 4.097 -0.199
C -0.914 2.774 2.760 -0.375
O 0.401 2.318 2.514 -0.397
Nb 0.849 2.165 0.491 1.724
C 0.805 -0.118 0.464 -0.321
C -0.496 -0.739 1.062 -0.205
C -0.445 -0.989 2.537 -0.560
N 0.694 -0.676 3.271 0.143
O -1.388 -1.488 3.074 0.042
C 1.007 4.451 0.364 -0.362
O -0.194 5.106 -0.017 -0.277
O -0.049 6.496 0.247 -0.095
O 2.874 2.073 0.727 -0.392
C 3.412 2.457 1.981 -0.348
C 4.876 2.804 1.780 -0.244
C 5.673 1.556 1.378 -0.097
B 0.981 2.185 -1.857 -0.608
N 0.731 3.405 -2.682 0.062
O 1.291 1.028 -2.609 -0.015
H -0.576 1.197 6.668 0.063
H -2.072 1.918 6.143 0.067
H -1.165 0.884 5.014 0.051
H 0.659 2.619 4.998 0.095
H -0.353 3.569 6.060 0.094
H -2.181 3.494 4.312 0.108
H -0.815 4.518 4.022 0.103
H -1.140 3.521 2.005 0.062
H -1.668 2.001 2.622 0.099
H -0.966 2.215 0.197 -0.047
H 1.686 -0.482 0.989 0.019
H 0.887 -0.524 -0.540 0.013
H -0.622 -1.716 0.608 0.101
H -1.333 -0.117 0.779 0.081
H 1.444 -1.307 3.013 0.098
H 0.480 -0.745 4.255 0.086
H 1.783 4.689 -0.375 0.035
H 1.327 4.865 1.321 0.054
H 0.864 6.728 0.036 0.070
H 2.929 3.317 2.436 0.093
H 3.388 1.582 2.628 0.108
H 5.252 3.130 2.749 0.098
H 5.016 3.625 1.089 0.104
H 6.652 1.616 1.832 0.064
H 5.813 1.590 0.308 0.055
H 5.149 0.667 1.701 0.069
H 1.475 4.078 -2.550 0.040
H -0.143 3.800 -2.348 0.035
H 0.448 0.719 -2.968 0.079
C -2.580 -5.275 2.622 -0.056
C -1.724 -4.755 3.746 -0.299
O -0.511 -5.478 3.572 0.132
C -0.411 -5.760 2.243 -0.551
O 0.581 -6.119 1.702 0.170
O -1.599 -5.567 1.617 0.060
F -2.251 -5.065 4.961 0.067
H -3.107 -6.192 2.890 0.145
H -3.300 -4.546 2.264 0.137
H -1.520 -3.686 3.699 0.144
C -2.104 -6.797 -2.389 -0.048
C -2.890 -8.025 -2.008 -0.313
O -3.410 -7.674 -0.737 0.137
C -3.542 -6.315 -0.728 -0.555
O -4.183 -5.709 0.062 0.172
O -2.851 -5.756 -1.748 0.078
F -2.093 -9.115 -1.878 0.077
H -1.090 -6.819 -1.986 0.152
H -2.056 -6.637 -3.458 0.120
H -3.714 -8.263 -2.681 0.156
C -5.902 -6.597 -5.804 -0.048
C -5.054 -6.092 -4.662 -0.301
O -3.844 -6.814 -4.836 0.089
C -3.731 -7.081 -6.177 -0.535
O -2.736 -7.433 -6.706 0.198
O -4.917 -6.879 -6.804 0.078
F -5.589 -6.415 -3.459 0.084
H -6.430 -7.515 -5.543 0.146
H -6.618 -5.861 -6.158 0.142
H -4.846 -5.022 -4.689 0.181
C 4.502 -0.990 -2.780 -0.045
C 4.887 -2.182 -1.939 -0.307
O 6.268 -1.958 -1.691 0.126
C 6.449 -0.604 -1.722 -0.559
O 7.408 -0.049 -1.304 0.169
O 5.387 0.018 -2.283 0.077
F 4.744 -3.349 -2.620 0.066
H 4.701 -1.159 -3.840 0.143
H 3.463 -0.693 -2.654 0.130
H 4.357 -2.254 -0.989 0.174
C -0.737 8.994 -1.747 -0.057
C -1.732 9.938 -2.371 -0.316
O -0.943 11.085 -2.642 0.125
C 0.337 10.648 -2.843 -0.552
O 1.196 11.295 -3.339 0.175
O 0.481 9.374 -2.406 0.074
F -2.721 10.278 -1.506 0.072
H -0.635 9.152 -0.674 0.142
H -0.970 7.948 -1.926 0.136
H -2.177 9.579 -3.300 0.172
```

## Properties
ΔE to the lowest compared entry with this formula, charge and spin	79.8	kJ/mol
gap between HOMO and LUMO	6.48	eV
strongest force on any atom	0.102	Eh/bohr
highest occupied orbital energy	-4.99	eV
charge	-1
E	-89465.1742	eV